Entry 1:
87
Properties=species:S:1:pos:R:3 method="wB97M-V/def2-TZVPD" charge=-1 lumo_ev=0.84
C -2.92 -5.60 1.04
C -1.52 -5.24 1.59
C -0.31 -5.51 0.64
I -0.39 -7.67 0.13
P -0.29 -4.51 -1.00
B 1.22 -3.37 -0.53
O 1.94 -2.76 -1.62
O 1.68 -3.12 0.79
C 2.03 -1.77 1.03
O -1.47 -3.30 -0.53
C -2.24 -3.17 -1.73
C -2.25 -4.58 -2.50
O -1.47 -5.56 -1.79
H -3.08 -6.68 0.88
H -3.16 -5.09 0.09
H -3.70 -5.27 1.76
H -1.37 -5.89 2.49
H -1.48 -4.20 1.98
H 0.61 -5.41 1.24
H -0.25 -3.82 -2.27
H 0.76 -5.45 -1.40
H 1.29 -2.17 -2.03
H 2.68 -1.32 0.26
H 1.16 -1.10 1.21
H 2.61 -1.76 1.97
H -3.31 -3.05 -1.47
H -1.92 -2.36 -2.42
H -3.28 -5.00 -2.57
H -1.90 -4.55 -3.55
O -5.44 -0.22 0.16
P -4.60 1.01 0.48
N -3.36 0.22 1.36
C -3.14 0.08 2.78
C -2.47 -0.65 0.59
N -5.82 1.84 1.41
C -6.07 1.54 2.81
C -7.10 1.90 0.70
N -3.67 2.53 0.42
C -2.99 2.77 -0.84
C -2.99 3.16 1.52
H -2.09 0.32 3.03
H -3.34 -0.94 3.13
H -3.74 0.75 3.39
H -1.54 -0.12 0.35
H -2.93 -0.96 -0.35
H -2.22 -1.56 1.13
H -6.12 0.45 3.00
H -7.03 1.96 3.13
H -5.33 1.99 3.47
H -7.66 0.96 0.80
H -6.95 2.08 -0.36
H -7.71 2.71 1.09
H -2.03 2.24 -0.90
H -2.81 3.84 -1.00
H -3.61 2.43 -1.68
H -1.98 2.76 1.66
H -3.54 3.08 2.46
H -2.90 4.23 1.31
O 3.97 2.05 1.08
P 4.46 2.10 -0.36
N 6.02 2.74 -0.04
C 6.54 4.08 -0.12
C 6.96 1.85 0.63
N 3.24 3.21 -0.92
C 3.34 4.65 -0.71
C 1.89 2.78 -0.55
N 4.88 1.81 -2.07
C 5.23 0.42 -2.37
C 5.53 2.73 -2.95
H 7.49 4.10 -0.66
H 6.70 4.52 0.87
H 5.89 4.77 -0.66
H 7.64 1.39 -0.09
H 6.44 1.05 1.15
H 7.56 2.38 1.38
H 3.65 4.90 0.32
H 2.38 5.14 -0.89
H 4.03 5.12 -1.42
H 1.65 3.04 0.49
H 1.79 1.70 -0.65
H 1.15 3.24 -1.20
H 6.28 0.20 -2.12
H 5.07 0.20 -3.43
H 4.60 -0.26 -1.81
H 6.63 2.69 -2.86
H 5.21 3.76 -2.81
H 5.27 2.48 -3.98

Entry 2:
70
Properties=species:S:1:pos:R:3 method="wB97M-V/def2-TZVPD" charge=-1 lumo_ev="2.13 / 2.13" s2=2.017 spin_multiplicity=3 e_above_lowest_kcal_mol=27.7
Ti -0.76 -0.48 -0.03
O -1.94 -0.99 3.77
C -2.10 -1.13 2.59
O -1.56 -0.28 1.66
C -2.64 -2.38 1.85
C -3.46 -2.12 0.67
C -4.21 -3.34 0.23
C -3.14 -4.22 -0.45
C -1.83 -3.42 -0.21
O -2.28 -1.96 -0.40
C -1.41 -3.32 1.25
C -0.06 -2.69 1.46
O 0.64 -2.97 2.45
O 0.34 -1.99 0.42
H -2.91 -3.03 2.77
H -4.01 -1.12 0.71
H -4.97 -3.01 -0.44
H -4.75 -3.85 1.07
H -3.40 -4.23 -1.50
H -3.11 -5.22 -0.07
H -0.95 -3.44 -0.88
H -1.26 -4.32 1.62
F -1.92 -2.00 -4.06
C -0.59 -2.12 -4.29
F -0.04 -3.32 -3.95
F -0.45 -1.92 -5.60
S 0.23 -0.68 -3.36
O 1.67 -0.95 -3.57
O -0.26 0.66 -3.69
O -0.37 -1.05 -1.97
I -4.02 3.81 -3.28
C -3.08 2.82 -1.76
C -2.97 3.13 -0.39
N -2.32 2.14 0.25
N -1.99 1.19 -0.66
C -2.47 1.52 -1.89
H -3.18 4.03 0.09
H -2.49 1.83 1.20
H -2.61 0.99 -2.80
C 4.27 1.57 -0.64
C 3.16 0.52 -0.42
C 3.62 -0.93 -0.10
P 1.62 0.99 0.46
C 2.12 0.68 2.24
C 3.43 1.26 2.80
C 1.01 1.25 3.15
C 1.16 2.77 -0.04
C 1.97 3.83 0.63
C 1.16 2.96 -1.61
H 5.19 1.03 -0.82
H 4.33 2.18 0.23
H 3.91 2.25 -1.52
H 2.66 0.40 -1.41
H 2.93 -1.45 0.49
H 4.54 -0.80 0.46
H 3.84 -1.41 -1.06
H 2.07 -0.41 2.43
H 3.32 2.31 3.05
H 4.29 1.18 2.11
H 3.73 0.89 3.78
H 1.22 2.29 3.35
H 1.04 0.76 4.09
H 0.02 1.31 2.71
H 0.16 2.69 0.35
H 1.31 4.38 1.29
H 2.30 4.62 -0.08
H 2.78 3.35 1.20
H 0.15 3.37 -1.88
H 1.35 1.98 -2.13
H 2.00 3.61 -1.96

Entry 3:
8
Properties=species:S:1:pos:R:3 method="wB97M-V/def2-TZVPD" lumo_ev=-2.04 e_above_lowest_kcal_mol=31.3
C 0.04 0.28 0.25
C -0.44 0.15 -1.13
Cl -1.98 0.68 -1.52
I 1.48 2.03 -2.56
H -0.34 -0.56 0.85
H -0.29 1.20 0.71
H 1.13 0.23 0.28
H -0.04 -0.62 -1.78

Entry 4:
18
Properties=species:S:1:pos:R:3 method="wB97M-V/def2-TZVPD" lumo_ev=0.85 smiles="CCC(=O)N(C)C" e_above_lowest_kcal_mol=32.0
C -1.17 -0.85 -0.68
C -2.23 -0.42 0.45
C 0.01 0.15 -0.71
N 0.72 0.18 0.47
C 1.84 1.16 0.38
C 0.75 -0.92 1.39
O 0.10 0.88 -1.69
H -1.52 -0.94 -1.71
H -0.90 -1.88 -0.42
H -1.95 0.50 0.96
H -3.13 -0.46 -0.13
H -2.25 -1.11 1.31
H 1.49 1.98 -0.29
H 1.96 1.53 1.38
H 2.75 0.57 0.08
H 0.81 -1.98 0.95
H 1.64 -0.78 2.05
H -0.14 -1.00 2.00